(1)
A 2-piece molecular cluster, C6H9NO2S2 overall in a non-equilibrium geometry. Source: the OMol25 dataset; level of theory: the ωB97M-V functional and the def2-TZVPD basis.

Geometry as XYZ:
```
20
Properties=species:S:1:pos:R:3:nbo_charge:R:1
C 2.15 0.82 -3.17 -0.073
C 3.53 0.76 -2.97 -0.421
C 2.33 -1.12 -2.05 0.102
C -1.36 -0.02 0.09 -0.646
C 0.54 0.63 1.67 -0.622
C -0.51 -0.44 1.24 -0.339
N 1.52 -0.32 -2.63 -0.488
O -0.04 -3.23 0.81 -0.859
O 1.82 -1.70 1.53 -0.878
S 3.97 -0.66 -2.08 0.407
S 0.60 -1.92 0.76 1.776
H 1.73 1.48 -3.97 0.231
H 4.25 1.36 -3.34 0.224
H -2.12 0.72 0.29 0.229
H -0.93 0.21 -0.80 0.227
H -1.90 -0.95 -0.17 0.223
H 0.16 1.52 2.07 0.219
H 0.96 0.75 0.72 0.210
H 1.25 0.23 2.37 0.244
H -1.16 -0.93 2.01 0.235
```

Computed properties:
DFT total energy, eV: -33618.415
Energy relative to the best compared isomer or geometry (same formula, charge and spin), eV: 4.210
HOMO energy (spin up / spin down), eV: -9.747 / -8.782
Spin multiplicity: 1
E_LUMO (spin up / spin down), eV: -1.46 / -1.53

---

(2)
A 2-piece molecular cluster, CHFO2 overall in a non-equilibrium geometry. Source: the OMol25 dataset; level of theory: the ωB97M-V functional and the def2-TZVPD basis.

Geometry as XYZ:
```
5
Properties=species:S:1:pos:R:3:nbo_charge:R:1
C -1.04 -0.80 0.90 0.503
O -2.08 -1.33 0.99 -0.498
O 0.88 0.87 -0.07 -0.285
F 1.32 1.28 -1.43 -0.187
H 0.92 -0.03 -0.38 0.467
```

Computed properties:
DFT total energy, eV: -7861.328
Energy relative to the best compared isomer or geometry (same formula, charge and spin), eV: 5.158
HOMO energy, eV: -12.022
Spin multiplicity: 1
E_LUMO, eV: 0.17

---

(3)
C52H50Ge2IrN4O2PS4 as an isolated structure in a non-equilibrium geometry. Source: the OMol25 dataset; level of theory: the ωB97M-V functional and the def2-TZVPD basis.

Geometry as XYZ:
```
116
Properties=species:S:1:pos:R:3:lowdin_spin:R:1
Ir 0.02 -0.20 0.20 0.659
C -1.95 3.63 -0.31 0.003
O -1.47 2.56 0.53 0.055
C -1.77 2.57 1.85 0.088
C -2.79 3.35 2.38 -0.012
C -3.11 3.25 3.73 0.109
C -2.33 2.50 4.58 0.010
C -1.24 1.79 4.10 0.079
C -1.04 1.66 2.72 0.054
N -0.10 0.69 2.20 0.499
N 0.60 0.05 3.11 0.574
C 1.96 0.17 3.07 0.062
C 2.69 0.81 2.10 0.274
O 1.47 1.16 -0.25 0.105
C 4.14 0.67 1.88 0.034
C 4.67 -0.53 2.59 0.007
C 3.95 -1.10 3.58 -0.002
C 4.38 -2.35 4.08 -0.006
C 3.68 -3.00 5.06 -0.007
C 2.53 -2.41 5.61 0.000
C 2.01 -1.27 5.05 -0.009
C 2.68 -0.68 4.00 0.010
H -1.87 4.61 0.23 0.001
H -2.96 3.44 -0.66 0.001
H -1.30 3.66 -1.17 0.001
H -3.41 3.90 1.69 -0.003
H -4.01 3.73 4.12 0.005
H -2.62 2.42 5.65 -0.001
H -0.59 1.27 4.83 0.005
H 4.68 1.61 2.07 0.007
H 5.66 -0.92 2.30 0.001
H 5.28 -2.84 3.70 0.000
H 3.94 -4.03 5.41 0.000
H 2.01 -2.86 6.47 0.000
H 1.04 -0.84 5.38 0.000
C 2.36 6.33 1.59 0.000
C 2.91 5.12 1.01 -0.001
N 2.24 3.98 0.95 0.002
C 2.99 2.89 0.57 0.008
C 4.30 3.27 0.28 0.005
S 4.52 4.95 0.39 0.003
C 2.52 1.43 0.61 0.026
C 3.86 0.53 0.36 0.025
S 3.71 -0.94 -0.50 0.030
C 2.29 -2.04 0.12 0.011
N 1.13 -1.65 0.45 0.165
C 2.61 -3.54 -0.05 0.001
H 1.27 6.28 1.62 0.000
H 2.73 7.20 1.09 0.000
H 2.70 6.34 2.62 0.000
H 5.11 2.61 0.00 0.001
H 4.66 1.09 -0.18 0.004
H 2.30 -4.11 0.84 0.000
H 3.67 -3.67 -0.17 0.000
H 2.09 -3.93 -0.91 0.000
S -1.98 0.46 -5.31 0.659
P -0.48 0.88 -4.14 0.031
S -0.88 0.97 -2.13 0.238
C 0.89 -0.27 -4.44 0.003
C 1.24 -0.44 -5.77 0.008
C 2.29 -1.31 -6.07 0.000
C 2.98 -1.96 -5.05 0.001
C 2.57 -1.85 -3.76 0.001
C 1.55 -0.93 -3.44 0.000
C 0.19 2.45 -4.62 0.016
C -0.49 3.31 -5.50 0.015
C 0.18 4.32 -6.16 -0.001
C 1.52 4.55 -5.87 0.012
C 2.18 3.72 -4.94 0.003
C 1.53 2.70 -4.32 0.004
H 0.76 0.12 -6.53 0.005
H 2.58 -1.40 -7.13 0.000
H 3.85 -2.56 -5.31 0.000
H 3.01 -2.45 -2.96 0.000
H 1.26 -0.77 -2.39 0.001
H -1.55 3.10 -5.66 0.000
H -0.41 4.88 -6.87 0.000
H 2.09 5.31 -6.41 0.001
H 3.25 3.93 -4.68 0.000
H 2.09 2.12 -3.58 0.000
C -1.88 -1.96 3.93 0.004
Ge -2.13 -2.92 2.19 0.026
C -0.54 -4.09 2.31 0.006
C -3.80 -3.97 2.55 0.011
Ge -2.10 -1.40 0.20 0.048
C -2.39 -2.67 -1.33 0.002
C -2.10 -2.22 -2.63 0.001
C -2.18 -3.05 -3.72 0.002
C -2.59 -4.36 -3.56 0.000
C -2.75 -4.88 -2.29 0.000
C -2.61 -4.05 -1.17 0.002
C -3.79 -0.44 0.21 0.001
C -4.67 -0.54 1.31 0.004
C -6.05 -0.46 1.10 0.000
C -6.57 -0.01 -0.09 0.003
C -5.66 0.31 -1.11 0.000
C -4.28 0.07 -0.97 0.001
H -1.30 -2.66 4.54 0.000
H -2.81 -1.68 4.45 0.000
H -1.21 -1.11 3.83 0.000
H -0.67 -4.72 3.18 0.002
H 0.34 -3.51 2.40 0.001
H -0.49 -4.76 1.47 0.000
H -3.78 -4.40 3.53 0.001
H -3.94 -4.76 1.84 0.000
H -4.65 -3.26 2.49 0.000
H -1.81 -1.17 -2.74 0.003
H -2.00 -2.67 -4.74 0.000
H -2.65 -5.02 -4.44 0.000
H -2.98 -5.95 -2.19 0.000
H -2.60 -4.56 -0.21 0.000
H -4.29 -0.72 2.32 0.000
H -6.73 -0.91 1.84 0.000
H -7.66 0.09 -0.15 0.000
H -6.03 0.66 -2.06 0.000
H -3.64 0.30 -1.82 0.000
```

Computed properties:
DFT total energy, eV: -233268.000
Energy relative to the best compared isomer or geometry (same formula, charge and spin), eV: 4.586
Total charge: +2
HOMO energy (spin up / spin down), eV: -12.388 / -12.455
Spin multiplicity: 5
E_LUMO (spin up / spin down), eV: -7.77 / -7.83